Entry 1:
Density functional theory data (ωB97M-V/def2-TZVPD) for an isolated molecule of C5H8O.

Each line ends with the Mulliken charge.
Atoms and positions in Å:
C  1.106  -0.106  -0.934  -0.028
H  -2.441  -1.000  0.482  0.298
C  -0.389  0.046  -0.756  -0.309
H  1.705  1.289  0.660  0.254
H  -0.906  -0.840  -1.165  0.310
H  -2.603  0.309  1.722  0.330
C  -0.761  0.451  0.624  -0.245
C  -1.904  -0.311  1.154  -0.929
H  3.075  0.782  -0.476  0.270
O  1.760  -0.774  0.134  -0.427
H  -0.737  0.914  -1.349  0.242
C  2.071  0.599  -0.096  -0.412
H  1.424  -0.438  -1.923  0.378
H  -1.399  -0.922  1.924  0.268

The value obtained for the HOMO-LUMO gap is 8.64 eV. As for the spin multiplicity: 1. The HOMO energy comes out at -0.30813 Eh. The relative energy (zero: lowest compared OMol25 entry of this formula, charge and spin) is 475.7 kJ/mol.

Entry 2:
Density functional theory data (ωB97M-V/def2-TZVPD) for an isolated molecule of C5H8O in a non-equilibrium geometry.

Each line ends with the Mulliken charge.
Atoms and positions in Å:
O  3.280  1.189  -0.806  -0.510
H  -0.788  -1.912  -0.271  0.356
H  -2.450  0.050  1.394  0.308
H  1.669  1.925  0.250  0.315
H  -3.069  -0.479  -0.212  0.258
H  -2.827  -1.677  1.036  0.322
H  1.581  -0.984  -0.717  0.281
C  1.997  1.062  -0.336  -0.293
C  -0.119  0.030  0.168  -0.144
C  -1.030  -0.950  0.154  -0.123
C  -2.459  -0.731  0.643  -1.062
H  -0.223  0.863  0.859  0.185
C  1.196  0.003  -0.485  -0.218
H  3.242  1.612  -1.678  0.324

The value obtained for the HOMO-LUMO gap is 9.31 eV. As for the spin multiplicity: 1. The HOMO energy comes out at -0.30751 Eh. The relative energy (zero: lowest compared OMol25 entry of this formula, charge and spin) is 175.5 kJ/mol. As for the structure (SMILES): C/C=C/C=C/O.

Entry 3:
Density functional theory data (ωB97M-V/def2-TZVPD) for an isolated molecule of C5H8O in a non-equilibrium geometry.

Each line ends with the Mulliken charge.
Atoms and positions in Å:
H  0.523  2.779  0.349  0.291
C  0.346  1.959  1.101  -0.330
C  -0.325  -2.094  -1.661  -0.924
H  -1.074  -1.769  -2.402  0.308
H  -0.605  -3.140  -1.397  0.271
O  1.057  2.486  2.245  -0.500
H  0.617  3.341  2.461  0.333
H  0.887  -2.029  -1.978  0.202
C  -0.024  0.661  0.952  -0.128
C  -0.443  0.113  -0.347  -0.284
H  -0.803  0.658  -1.155  0.423
C  -0.238  -1.248  -0.462  -0.214
H  -0.037  -0.040  1.831  0.283
H  0.120  -1.676  0.461  0.267

The value obtained for the HOMO-LUMO gap is 9.09 eV. As for the spin multiplicity: 1. The HOMO energy comes out at -0.29686 Eh. The relative energy (zero: lowest compared OMol25 entry of this formula, charge and spin) is 250.7 kJ/mol. As for the structure (SMILES): C/C=C/C=C/O.

Entry 4:
Density functional theory data (ωB97M-V/def2-TZVPD) for an isolated molecule of C5H8O.

Each line ends with the Mulliken charge.
Atoms and positions in Å:
H  -2.264  -0.303  0.870  0.317
C  -1.666  0.323  0.193  -1.264
H  -2.330  0.664  -0.606  0.340
H  1.025  0.124  -2.054  0.475
H  -1.347  1.196  0.771  0.259
H  0.732  -1.147  1.623  0.468
C  0.793  -0.051  -1.006  -0.141
O  1.460  -1.286  -0.477  -0.505
C  -0.503  -0.519  -0.305  -0.003
H  0.661  1.533  0.644  0.190
H  2.319  0.909  0.266  0.261
C  0.722  -0.705  0.628  -0.205
H  -0.846  -1.439  -0.790  0.418
C  1.245  0.702  0.244  -0.611

The value obtained for the HOMO-LUMO gap is 10.58 eV. As for the spin multiplicity: 1. The HOMO energy comes out at -0.34854 Eh. The relative energy (zero: lowest compared OMol25 entry of this formula, charge and spin) is 303.8 kJ/mol.

Entry 5:
Density functional theory data (ωB97M-V/def2-TZVPD) for an isolated molecule of C5H8O in a non-equilibrium geometry.

Each line ends with the Mulliken charge.
Atoms and positions in Å:
C  -0.185  0.601  -0.447  -0.390
H  -0.063  -1.599  0.240  0.325
C  -2.685  -0.057  -0.078  -0.824
H  -3.349  0.812  -0.077  0.266
H  0.882  0.896  1.343  0.367
C  2.387  -0.093  0.047  -0.638
H  1.675  1.350  -0.289  0.220
H  2.640  -0.959  0.636  0.287
O  -1.019  -1.549  0.332  -0.580
H  3.034  0.268  -0.723  0.252
H  0.053  0.705  -1.507  0.232
C  -1.355  0.017  0.000  0.718
H  -3.103  -1.005  0.213  0.305
C  1.088  0.615  0.312  -0.540

The value obtained for the HOMO-LUMO gap is 5.06 eV. As for the spin multiplicity: 1. The HOMO energy comes out at -0.25763 Eh. The relative energy (zero: lowest compared OMol25 entry of this formula, charge and spin) is 804.7 kJ/mol.

Entry 6:
Density functional theory data (ωB97M-V/def2-TZVPD) for an isolated molecule of C5H8O in a non-equilibrium geometry.

Each line ends with the Mulliken charge.
Atoms and positions in Å:
H  0.551  -1.712  0.476  0.271
H  0.610  1.967  1.158  0.444
C  0.441  1.132  0.378  -0.201
C  0.344  -1.084  -0.394  -0.577
H  1.390  0.591  -1.346  0.247
C  1.251  0.161  -0.345  -0.643
C  -1.096  -0.537  -0.308  -0.700
H  -1.781  1.442  0.552  0.423
H  0.515  -1.689  -1.289  0.361
O  -0.236  0.543  1.714  -0.473
H  -1.796  -1.244  0.148  0.330
H  2.242  -0.031  0.070  0.305
C  -0.949  0.741  0.489  -0.081
H  -1.485  -0.280  -1.303  0.295

The value obtained for the HOMO-LUMO gap is 10.79 eV. As for the spin multiplicity: 1. The HOMO energy comes out at -0.35576 Eh. The relative energy (zero: lowest compared OMol25 entry of this formula, charge and spin) is 223.0 kJ/mol. As for the structure (SMILES): C1C[C@@H]2O[C@@H]2C1.

Entry 7:
Density functional theory data (ωB97M-V/def2-TZVPD) for an isolated molecule of C5H8O in a non-equilibrium geometry.

Each line ends with the Mulliken charge.
Atoms and positions in Å:
H  -0.762  1.421  0.337  0.422
H  -2.059  -1.407  0.214  0.175
O  -1.848  0.310  -1.206  -0.436
H  2.044  -1.125  0.859  0.259
H  1.426  1.480  -0.700  0.262
H  1.266  0.349  1.723  0.241
H  2.394  0.066  -1.198  0.210
C  -2.116  -0.272  0.119  -0.493
C  0.376  -0.313  -0.270  0.004
H  0.151  -1.322  -0.596  0.350
C  1.405  -0.261  0.820  -0.619
C  -0.851  0.473  -0.103  0.011
C  1.559  0.446  -0.521  -0.681
H  -2.986  0.156  0.523  0.296

The value obtained for the HOMO-LUMO gap is 11.29 eV. As for the spin multiplicity: 1. The HOMO energy comes out at -0.37223 Eh. The relative energy (zero: lowest compared OMol25 entry of this formula, charge and spin) is 268.7 kJ/mol. As for the structure (SMILES): C1CC1[C@@H]1CO1.

Entry 8:
Density functional theory data (ωB97M-V/def2-TZVPD) for an isolated molecule of C5H8O in a non-equilibrium geometry.

Each line ends with the Mulliken charge.
Atoms and positions in Å:
H  -2.183  2.200  0.048  0.226
H  1.556  -2.387  -1.395  0.280
C  -0.015  0.276  0.240  0.654
C  0.563  -0.984  0.098  -0.294
H  -0.058  -1.773  0.483  0.268
H  1.626  -0.546  -1.826  0.211
O  0.543  1.395  -0.589  -0.505
C  -1.050  0.630  1.306  -0.496
C  1.593  -1.310  -0.965  -0.925
H  0.905  1.075  -1.464  0.294
C  -2.014  1.367  0.886  -0.483
H  2.547  -1.111  -0.436  0.262
H  -1.116  -0.242  2.069  0.257
H  -2.896  1.410  1.546  0.251

The value obtained for the HOMO-LUMO gap is 9.23 eV. As for the spin multiplicity: 1. The HOMO energy comes out at -0.30791 Eh. The relative energy (zero: lowest compared OMol25 entry of this formula, charge and spin) is 303.0 kJ/mol. As for the structure (SMILES): C=C/C(O)=C/C.

Entry 9:
Density functional theory data (ωB97M-V/def2-TZVPD) for an isolated molecule of C5H8O.

Each line ends with the Mulliken charge.
Atoms and positions in Å:
C  0.137  -1.207  -1.424  -0.525
C  0.040  0.064  -0.653  -0.121
H  0.394  1.276  2.457  0.334
H  0.707  2.425  1.129  0.288
O  1.804  -0.321  0.924  -0.564
H  -0.820  1.538  1.167  0.335
H  0.950  -1.897  -1.216  0.234
H  -0.897  -1.575  0.512  0.243
C  -0.974  -1.041  -0.433  -0.545
H  -0.154  -1.133  -2.466  0.242
H  -0.299  0.961  -1.167  0.382
H  -1.986  -0.895  -0.797  0.267
C  0.249  1.466  1.393  -1.109
C  0.849  0.339  0.572  0.539

The value obtained for the HOMO-LUMO gap is 10.67 eV. As for the spin multiplicity: 1. The HOMO energy comes out at -0.35331 Eh. The relative energy (zero: lowest compared OMol25 entry of this formula, charge and spin) is 94.9 kJ/mol. As for the structure (SMILES): CC(=O)C1CC1.

Entry 10:
Density functional theory data (ωB97M-V/def2-TZVPD) for a cluster of 2 separate species, C5H8O in total.

Each line ends with the Mulliken charge.
Atoms and positions in Å:
H  -3.016  -1.710  2.097  0.260
H  2.519  0.104  -0.502  0.275
H  1.657  0.918  -1.792  0.257
H  -2.599  -1.179  1.783  -0.269
C  0.878  1.327  0.176  -0.406
C  -0.568  -0.906  -0.447  -0.153
C  1.513  0.402  -0.830  -0.302
H  1.422  2.204  0.513  0.316
C  -0.337  1.116  0.671  -0.226
O  -1.136  0.048  0.357  -0.332
H  -0.830  1.765  1.386  0.363
C  0.633  -0.809  -1.007  -0.454
H  0.981  -1.639  -1.615  0.318
H  -1.231  -1.757  -0.557  0.353

The value obtained for the HOMO-LUMO gap is 9.45 eV. As for the spin multiplicity: 1. The HOMO energy comes out at -0.30795 Eh. The relative energy (zero: lowest compared OMol25 entry of this formula, charge and spin) is 216.7 kJ/mol. As for the structure (SMILES): C1=COC=CC1.[H][H].